# 1
Below is a 2-piece molecular cluster, C4H12N3 overall in a non-equilibrium geometry, with properties calculated with ωB97M-V with the def2-TZVPD basis set.

The geometry in XYZ format:
```
19
Properties=species:S:1:pos:R:3:forces:R:3
C 2.593 -1.331 -0.356 1.0412 1.5581 0.7748
C 2.005 -0.200 -0.072 -1.0432 0.2115 -0.7940
C -2.338 -0.250 0.341 -5.3380 0.3985 2.5673
C -1.107 0.025 -0.315 3.1918 -0.6230 0.0502
N 1.991 1.105 -0.096 0.8555 -1.5286 -0.0574
N -0.654 1.428 -0.457 -2.4138 1.0589 -0.8402
N -0.075 -0.724 0.536 1.9407 -1.0619 -5.0089
H 2.272 -2.313 -0.091 -0.3773 -0.3679 -0.2948
H 3.657 -1.138 -0.603 -0.6301 -0.4667 -0.0237
H -2.575 -1.326 0.597 0.4030 1.0243 -1.0211
H -3.258 0.256 -0.102 1.1120 -0.9572 -0.1127
H -2.427 0.189 1.358 0.6663 0.1079 -0.2259
H -1.083 -0.558 -1.203 0.1320 0.3332 -1.4736
H 1.867 1.484 0.810 0.1150 0.9170 0.8423
H 1.587 1.659 -0.838 -0.1690 -0.3875 -0.0677
H -1.233 2.075 0.173 1.0010 -1.3461 -1.1724
H -0.857 1.780 -1.448 0.2701 -0.7530 1.8563
H -0.086 -1.761 0.371 -0.4295 1.5390 0.7872
H -0.279 -0.401 1.395 -0.3278 0.3434 4.2144
```
Positions in Å, forces in eV/Å.

Output
Frontier orbital gap = 10.38 eV
Largest force on an atom = 5.9 eV/A
Charge = +1
HOMO level = -0.509 Ha
Spin multiplicity = 1
Energy above the lowest of the compared OMol25 structures with the same formula, charge and spin = 92.6 kcal/mol

=====

# 2
Below is an isolated ion of composition C5H8N3O3 and charge +1 in a non-equilibrium geometry, with properties calculated with ωB97M-V with the def2-TZVPD basis set.

The geometry in XYZ format:
```
19
Properties=species:S:1:pos:R:3:forces:R:3
C -2.247 -0.552 -0.260 -1.4268 -1.8927 0.5255
N -0.860 -0.851 -0.062 3.5112 2.5286 0.0822
C -0.094 -1.894 -0.449 -0.4461 -0.1035 1.4613
N 1.208 -1.619 -0.242 -1.4557 -3.0472 -1.2139
C 1.314 -0.340 0.061 -1.5108 1.8732 1.3312
N 2.661 0.177 0.220 -0.1769 0.7447 -0.1764
O 2.745 1.330 0.559 0.0451 0.5064 0.3227
O 3.583 -0.551 -0.049 -0.1100 -0.6800 -0.0158
C 0.004 0.213 0.225 3.3213 -0.6781 0.1833
C -0.175 1.693 0.564 0.8069 0.5106 1.3187
O -1.305 2.252 0.019 -1.2778 0.5772 -1.1009
H -2.654 -1.586 -0.265 -0.7160 0.9973 -0.7250
H -2.734 -0.019 0.578 0.8006 -0.2224 -0.2800
H -2.298 0.056 -1.150 -0.6299 -0.2529 -0.3420
H -0.500 -2.860 -0.664 -0.0068 -0.3074 -0.2361
H 1.940 -2.362 -0.225 -0.4970 1.1661 -0.2942
H -0.192 1.979 1.688 0.0548 -1.2563 -1.5071
H 0.787 2.124 0.229 -0.6436 0.0584 -0.0213
H -1.183 2.810 -0.775 0.3572 -0.5221 0.6879
```
Positions in Å, forces in eV/Å.

Output
Frontier orbital gap = 9.82 eV
Largest force on an atom = 4.3 eV/A
Charge = +1
Structure (SMILES) = C[n+]1c[nH]c([N+](=O)[O-])c1CO
HOMO level = -0.535 Ha
Spin multiplicity = 1
Energy above the lowest of the compared OMol25 structures with the same formula, charge and spin = 99.5 kcal/mol